Density functional theory data (the ωB97M-V functional and the def2-TZVPD basis) for 9 unconnected molecules or ions with the total composition C13H46N2O11.

XYZ file:
```
72
Properties=species:S:1:pos:R:3:mulliken_charge:R:1
O 0.84094 5.09860 -4.49318 -0.316
H -2.54816 -1.04282 -2.00958 0.316
H 2.19090 0.24549 -3.57830 0.373
H 0.55820 -1.79283 10.52647 0.249
H 0.54623 -3.33975 9.64841 0.276
O -0.76672 0.02261 -1.05431 -0.340
C 1.51504 2.71295 -4.89460 -0.281
C -0.32846 -1.29709 6.65082 -0.550
O 1.00139 -2.11605 -1.24299 -0.617
C 2.51208 -1.22107 -7.07928 -0.806
C 0.53463 -2.25525 9.53970 -0.626
C 1.05141 -1.46824 3.54631 -0.286
O 0.75778 -2.83260 3.47265 -0.506
H -0.72284 -0.28989 6.78538 0.393
C 0.75280 3.96142 -5.40721 -0.584
H -0.11011 -0.67606 -1.10252 0.213
H -1.97857 -2.50944 7.33900 0.382
H -3.14967 2.58896 -1.55510 0.310
H 0.12439 -0.25964 -5.69177 0.232
H -0.52279 -4.24319 2.70815 0.306
N -0.59922 -1.70362 5.27774 -0.283
N 0.71328 1.70391 -4.23174 -0.209
H 1.21859 -1.57082 -4.98693 0.472
H 1.19570 -1.13976 2.51705 0.266
H 1.25203 2.05329 -2.24237 0.271
H 0.37901 -2.67227 -1.71150 0.256
C 1.09072 -0.52396 -5.26230 -0.606
O -3.66712 1.80080 -1.72030 -0.588
H -0.32384 3.80174 -5.46599 0.271
H 0.42077 -0.15555 -3.44533 0.212
H 1.99403 -1.01600 -8.01612 0.290
H -3.65481 -1.89263 1.90095 0.307
O -2.99237 -1.84380 -2.28768 -0.646
O 1.05396 2.19514 -1.31669 -0.714
H 1.92492 2.21030 -5.77063 0.241
H 1.92262 -1.20833 4.14760 0.316
H 2.36830 2.99496 -4.27773 0.301
H -0.23044 1.75612 -4.58780 0.212
C -0.14041 -0.73121 4.28589 -0.645
H 3.59442 -1.24024 -7.20688 0.247
H 0.25713 -3.39933 1.61186 0.234
C 1.19670 0.36157 -4.00979 -0.464
H -1.08236 -2.54334 2.61404 0.209
H -2.36232 -2.54196 -2.10924 0.299
C -0.21747 -3.20549 2.57378 -0.564
H 0.16928 0.18836 4.78245 0.504
O -4.08971 -1.08238 2.16665 -0.583
H 1.81325 -2.62293 -1.22941 0.253
H 2.23378 -2.24935 -6.84842 0.327
H 0.35155 1.57418 -1.12367 0.414
H -0.47208 0.46146 0.96409 0.339
O 1.53571 2.11320 1.92301 -0.592
O -0.80936 -1.90705 8.97403 -0.393
H 1.16841 4.13507 -6.39979 0.365
C -1.26854 0.08661 0.32126 -0.491
H -2.23857 0.58314 0.29692 0.296
H -1.06639 -0.60501 3.72488 0.134
H 0.74276 -1.30326 6.85219 0.246
H -1.50795 -0.84720 0.82996 0.043
H -0.44623 -3.35812 7.63235 0.318
H -4.02603 1.92901 -2.59835 0.281
O 2.18295 -0.25712 -6.15041 -0.298
H -0.08331 -2.55874 5.12703 0.258
H 1.31871 -1.88266 8.88054 0.290
H -1.00591 5.83563 -4.88422 0.282
H 2.14520 2.06774 1.18633 0.290
C 0.01347 6.22114 -4.86562 -0.658
H 0.40140 6.47164 -5.85297 0.286
H 1.08155 2.94785 1.80759 0.295
C -0.93866 -2.38573 7.64129 -0.528
H 0.11224 7.04095 -4.15409 0.222
H -4.88777 -1.37216 2.60863 0.279
```

LUMO   -0.12 eV
HOMO-LUMO gap   0.3008 hartree
HOMO   -8.3 eV
E_tot   -1459.8513 Eh